1) DFT (ωB97M-V/def2-TZVPD) results for a single C4H5IN2O molecule.

The geometry in XYZ format:
```
13
C4H5IN2O | the Open Molecules 2025 dataset | ωB97M-V/def2-TZVPD
C 2.5158 -1.6799 -0.3624
C 3.0537 -0.6073 0.1654
C 0.4028 0.3851 -1.1748
C -1.3876 1.5167 -0.1565
N 0.2399 -0.7901 -0.7426
N 1.0917 -1.7567 -0.4910
O -0.3023 1.4698 -1.1290
I 4.8881 0.2743 -0.0159
H 2.8886 -2.7981 -0.4996
H -1.8793 2.5446 -0.4780
H -0.8822 1.5477 0.7882
H -2.0690 0.7019 -0.3806
H 0.7171 -2.6217 -0.8653
```

As for the spin multiplicity: 1. Its LUMO energy (alpha / beta) is -0.16 / -0.77 eV. The calculation puts the orbital gap (alpha / beta) at 7.89 / 6.54 eV.

Results of the Löwdin charge analysis, in e, for atoms 1 through 4: C -0.32; C -0.67; C -0.15; C -0.03

---

2) DFT (ωB97M-V/def2-TZVPD) results for 2 unconnected molecules or ions with the total composition C4H5IN2O.

The geometry in XYZ format:
```
13
C4H5IN2O | the Open Molecules 2025 dataset | ωB97M-V/def2-TZVPD
C 1.1416 -1.2678 0.0986
C 0.9418 -0.4647 2.0627
C 0.4275 -0.0712 0.0896
C -0.1479 0.5483 -1.0096
N 0.2546 0.3476 1.3637
N -2.1105 -0.6203 -1.2076
O 1.4568 -1.4582 1.3915
I -2.5022 -0.9040 0.7880
H 1.4282 -2.0188 -0.6494
H 1.0852 -0.5256 3.0726
H -0.6781 1.4639 -0.9672
H 0.0555 0.1298 -1.9041
H -2.7787 0.1190 -1.6043
```

As for the spin multiplicity: 1. Its LUMO energy (alpha / beta) is -0.48 / -0.60 eV. The calculation puts the orbital gap (alpha / beta) at 7.76 / 7.18 eV.

Results of the Löwdin charge analysis, in e, for atoms 1 through 4: C -0.01; C -0.23; C -0.49; C 0.05

---

3) DFT (ωB97M-V/def2-TZVPD) results for a single C4H5IN2O molecule.

The geometry in XYZ format:
```
13
C4H5IN2O | the Open Molecules 2025 dataset | ωB97M-V/def2-TZVPD
C 1.5730 -0.3903 -0.8834
C -0.0141 1.1216 0.0964
C -0.5628 -1.3510 -0.9528
C -0.8351 1.5658 1.2160
N 1.0068 0.6279 -0.2854
N 0.6969 -1.4382 -1.2764
O -0.7786 1.0678 2.5507
I -1.6155 -3.1228 -1.4919
H 2.3127 -0.3629 -1.6620
H -0.5577 2.7255 1.1631
H -1.8717 1.4959 0.8536
H 1.1235 -2.0421 -1.9427
H -0.4774 0.1029 2.6148
```

As for the spin multiplicity: 1. Its LUMO energy is 0.23 eV. The calculation puts the orbital gap at 8.05 eV.

Results of the Löwdin charge analysis, in e, for atoms 1 through 4: C -0.19; C -0.02; C -0.60; C -0.26

---

We find 2) to be the most stable, with the next structure 1.230 eV higher.

---

1) DFT (ωB97M-V/def2-TZVPD) results for 2 unconnected molecules or ions with the total composition C2H3NS2.

The geometry in XYZ format:
```
8
C2H3NS2 | the Open Molecules 2025 dataset | ωB97M-V/def2-TZVPD
C 0.8101 -1.5953 -0.2594
C -0.3793 0.9090 0.0778
N 1.0140 -0.7497 -1.0759
S -1.0288 0.1005 1.2412
S -0.1837 2.4219 -0.6193
H 1.2951 -2.5239 0.1341
H -0.1282 -1.6271 0.5557
H -1.3992 3.0647 -0.0542
```

As for the spin multiplicity: 1. Its LUMO energy (alpha / beta) is -0.73 / -0.66 eV. The calculation puts the orbital gap (alpha / beta) at 7.65 / 7.49 eV.

Results of the Löwdin charge analysis, in e, for atoms 1 through 4: C -0.35; C -1.19; N 0.05; S 0.73

---

2) DFT (ωB97M-V/def2-TZVPD) results for a molecular structure, C2H3NS2.

The geometry in XYZ format:
```
8
C2H3NS2 | the Open Molecules 2025 dataset | ωB97M-V/def2-TZVPD
C -0.9159 0.5712 0.7219
C 0.6872 -0.2621 -1.0748
H -1.9907 0.3071 0.7435
H -0.7385 1.4197 1.4183
H 1.2923 -0.3311 -2.0503
N 1.0750 -1.0052 -0.1850
S -0.5453 0.9546 -1.0123
S 0.2506 -0.7180 1.2186
```

As for the spin multiplicity: 1. Its LUMO energy is 0.69 eV. The calculation puts the orbital gap at 8.98 eV.

Results of the Löwdin charge analysis, in e, for atoms 1 through 4: C -0.76; C -0.71; H 0.03; H 0.04

---

We find 2) to be the most stable, with the next structure 3.626 eV higher.

---

1) DFT (ωB97M-V/def2-TZVPD) results for a gas-phase ion, H2NO2S (charge -1).

The geometry in XYZ format:
```
6
H2NO2S | the Open Molecules 2025 dataset | ωB97M-V/def2-TZVPD
N -1.5457 0.1745 -0.0002
O -0.5764 0.5440 -0.7555
O 2.0233 -0.4507 -0.4763
S 1.2764 0.6541 0.1802
H -1.6698 -0.8794 -0.0702
H 0.4921 -0.0425 1.1221
```

As for the spin multiplicity: 1. Its LUMO energy (alpha / beta) is 4.07 / 4.27 eV. As for the total charge: -1. The calculation puts the orbital gap (alpha / beta) at 6.26 / 6.24 eV.

Results of the Löwdin charge analysis, in e, for atoms 1 through 4: N -0.24; O -0.57; O -0.76; S 0.67

---

2) DFT (ωB97M-V/def2-TZVPD) results for a gas-phase ion, H2NO2S (charge -1).

The geometry in XYZ format:
```
6
H2NO2S | the Open Molecules 2025 dataset | ωB97M-V/def2-TZVPD
N 1.6193 -0.1257 -0.2335
O 0.6535 -0.9790 -0.0650
O -1.6596 0.9032 -0.4643
S -1.2506 -0.3275 0.3389
H 1.7102 0.2676 -1.1503
H -1.0728 0.2614 1.5742
```

As for the spin multiplicity: 1. Its LUMO energy (alpha / beta) is 4.05 / 4.24 eV. As for the total charge: -1. The calculation puts the orbital gap (alpha / beta) at 6.30 / 6.22 eV.

Results of the Löwdin charge analysis, in e, for atoms 1 through 4: N -0.20; O -0.57; O -0.77; S 0.70

---

We find 1) to be the most stable, with the next structure 0.068 eV higher.